The following is a DFT calculation (ωB97M-V with the def2-TZVPD basis set) of one molecule with the formula C6H7NO.

Last column: Löwdin charge in e.
Positions of all 15 atoms, in Å:
C: -2.6460 -0.2466 -0.0073  0.155
C: -1.4612 -0.3607 -0.6152  -0.002
C: -0.0243 -0.6740 -0.4574  -0.638
O: 0.5511 -1.4636 -1.5728  -0.072
C: -0.1057 -1.4705 0.7651  -0.181
N: 0.3586 -2.0216 1.6439  0.212
C: 0.8656 0.3945 -0.3381  -0.332
C: 0.4704 1.3635 0.6503  -0.102
H: -3.7756 0.0174 -0.0133  0.072
H: 1.5957 -0.9298 -1.6531  0.222
H: 0.7970 0.7968 -1.4769  0.198
H: 1.8064 -0.0626 -0.0562  0.137
H: -0.4873 1.8197 0.7188  0.061
H: 1.4533 2.0367 0.6713  0.127
H: 0.6021 0.8006 1.7411  0.144

Output
E_HOMO   -10.341 eV
LUMO energy   0.13 eV
Kohn-Sham gap   10.5 eV
Spin multiplicity   1
E_tot   -9866.3984 eV
Relative energy (zero: lowest compared OMol25 entry of this formula, charge and spin)   144.35 kcal/mol